No. 1
# C16H30CoN2O3P2

C16H30CoN2O3P2 as an isolated structure in a non-equilibrium geometry (ωB97M-V/def2-TZVPD, the OMol25 dataset).

Element x y z (Å)
C1 1.03 -1.68 -3.59
C2 0.56 -0.85 -2.53
N1 0.78 -1.26 -1.23
C3 1.46 -2.38 -0.96
C4 1.90 -3.22 -1.99
C5 1.68 -2.87 -3.32
C6 -0.13 0.36 -2.72
P1 -0.41 1.36 -1.27
Co1 0.03 -0.10 0.22
P2 0.66 -1.68 1.55
C7 1.76 -2.71 0.49
O1 -2.73 -1.33 -2.88
O2 -2.15 -2.82 -0.72
H1 0.87 -1.33 -4.61
H2 2.41 -4.12 -1.71
H3 2.02 -3.52 -4.13
C8 0.56 2.88 -1.44
C9 -2.15 1.94 -1.49
H4 1.59 -3.77 0.72
H5 2.80 -2.47 0.76
H6 -1.98 -0.74 -3.13
H7 -0.33 0.72 -3.74
C10 1.56 -1.31 3.06
C11 -0.67 -2.82 2.00
H8 -1.35 -0.62 -0.38
H9 -3.02 -2.98 -0.30
H10 -2.35 -2.26 -1.51
H11 -2.97 -1.79 -3.69
H12 1.16 0.78 -0.04
H13 -1.11 -1.16 0.23
H14 0.33 3.38 -2.40
H15 0.35 3.56 -0.60
H16 1.62 2.59 -1.42
H17 -2.22 2.57 -2.39
H18 -2.81 1.07 -1.61
H19 -2.48 2.52 -0.62
H20 -0.24 -3.73 2.44
H21 -1.33 -2.33 2.72
H22 -1.23 -3.06 1.08
H23 1.89 -2.23 3.55
H24 2.42 -0.68 2.83
H25 0.89 -0.76 3.73
O3 -0.66 0.80 1.82
N2 -0.26 2.03 2.21
C12 0.94 2.19 2.81
C13 1.35 3.45 3.23
C14 0.50 4.54 3.05
C15 -0.74 4.36 2.42
C16 -1.10 3.08 1.98
H26 1.59 1.30 2.85
H27 2.35 3.56 3.66
H28 0.78 5.51 3.45
H29 -1.41 5.18 2.18
H30 -2.00 2.85 1.41

Its HOMO-LUMO gap (alpha / beta) is 4.48 / 6.63 eV. The HOMO energy (alpha / beta) comes out at -0.151 / -0.298 Ha. Its spin multiplicity is 6.

Results of the natural (NBO) charge analysis, in e, for atoms 1 through 4:
1. C -0.23
2. C 0.15
3. N -0.64
4. C 0.08

***

No. 2
# C16H30FNO11S

A 6-piece molecular cluster, C16H30FNO11S overall in a non-equilibrium geometry (ωB97M-V/def2-TZVPD, the OMol25 dataset).

Element x y z (Å)
N1 17.96 26.30 11.46
H1 17.18 25.67 11.58
H2 18.69 25.77 11.38
H3 18.02 27.21 11.93
H4 17.74 26.70 10.57
F1 15.00 26.57 11.70
C1 12.84 21.78 14.18
C2 12.48 23.16 14.48
C3 13.01 24.16 13.40
O1 11.65 24.49 12.67
C4 10.63 23.98 13.22
O2 9.51 24.28 12.92
O3 11.05 23.30 14.32
H5 12.64 21.44 13.27
H6 12.40 20.95 14.85
H7 13.82 21.82 14.36
H8 12.89 23.48 15.52
H9 13.37 23.54 12.65
H10 13.51 25.29 13.74
C5 10.38 27.16 14.72
C6 11.77 27.81 14.62
C7 12.35 27.92 13.23
O4 12.32 29.28 12.97
C8 11.99 29.91 14.03
O5 11.97 31.14 14.04
O6 11.83 29.08 15.02
H11 9.63 27.38 13.92
H12 9.94 27.52 15.65
H13 10.49 26.09 14.86
H14 12.51 27.29 15.20
H15 11.98 27.22 12.44
H16 13.36 27.83 13.06
C9 12.01 24.51 9.53
C10 12.45 25.96 9.14
C11 13.78 26.15 8.28
O7 13.47 27.10 7.29
C12 12.21 27.28 7.33
O8 11.62 28.17 6.74
O9 11.55 26.56 8.26
H17 11.12 24.53 10.03
H18 12.52 23.88 10.19
H19 11.79 24.05 8.67
H20 12.39 26.57 10.10
H21 14.03 25.08 7.93
H22 14.58 26.33 8.86
C13 15.90 27.24 14.77
C14 16.23 28.69 14.42
C15 16.68 29.38 15.74
S1 17.48 27.98 16.60
O10 16.68 27.69 17.82
O11 18.96 28.16 16.66
C16 17.23 26.66 15.56
H23 15.84 26.72 13.92
H24 15.02 27.31 15.50
H25 15.44 29.14 14.01
H26 16.91 28.66 13.67
H27 15.73 29.82 16.34
H28 17.29 30.04 15.53
H29 16.85 25.72 16.14
H30 18.12 26.46 15.03

Its HOMO-LUMO gap is 8.34 eV. The HOMO energy comes out at -0.366 Ha.

Results of the natural (NBO) charge analysis, in e, for atoms 1 through 4:
1. N -0.83
2. H 0.49
3. H 0.41
4. H 0.47

***

- Which formula does entry 2 have?
  C16H30FNO11S